Entry from the OMol25 dataset: a molecular structure, C12H31N3NbO3S in a non-equilibrium geometry (the ωB97M-V functional and the def2-TZVPD basis).

Structure (XYZ):
```
51
Properties=species:S:1:pos:R:3:forces:R:3
C 3.411642 3.690008 -2.547627 0.023 0.197 0.073
C 3.223839 2.365429 -1.796063 0.432 -0.325 0.198
N 2.306529 1.412482 -2.423069 -0.369 1.027 -0.328
Nb 0.300782 1.752302 -2.820037 0.986 -0.957 1.108
C -0.793640 0.488534 -1.266220 -0.615 0.274 -1.118
C -2.307126 0.256954 -1.409073 0.243 -0.577 0.128
S -3.175388 1.497999 -0.419407 0.041 0.138 -0.001
C -4.506572 1.857775 -1.446352 -0.389 0.030 -0.326
N -4.868597 1.404575 -2.605088 0.081 -0.024 0.299
N -6.036703 2.094166 -2.945963 0.023 0.077 0.133
C -6.270590 2.890927 -1.973242 -0.332 0.047 -0.297
O -5.368715 2.811347 -0.978803 0.239 0.000 0.181
H 4.446123 4.041222 -2.462403 -0.052 0.000 0.010
H 2.759852 4.472964 -2.149144 -0.052 -0.151 -0.150
H 3.176104 3.562785 -3.606142 0.014 -0.008 0.057
H 2.877851 2.556874 -0.775811 -0.008 0.058 -0.094
H 4.216630 1.900546 -1.693940 -0.090 -0.039 0.065
H 2.792708 0.983770 -3.205926 -0.109 -0.217 -0.005
H 0.242219 3.367006 -1.880310 -0.106 0.323 -0.128
H 0.577501 2.554916 -4.450783 -0.372 -0.489 0.187
H 0.164289 0.247401 -3.918183 -0.197 0.195 -0.246
H -1.369037 2.220940 -3.404064 0.074 0.224 0.059
H -0.315909 -0.493836 -1.183450 0.199 0.209 0.140
H -0.607562 1.074212 -0.353333 0.254 -0.239 -0.101
H -2.677065 0.303831 -2.431802 0.083 0.187 0.079
H -2.601987 -0.717867 -0.999200 -0.064 0.076 -0.022
H -7.084357 3.592281 -1.868093 0.099 -0.078 -0.010
C -2.063932 -0.110746 3.870873 0.004 0.063 -0.028
C -1.571581 -0.584034 2.512397 0.112 -0.124 0.110
C -0.911099 -1.950547 2.580610 0.010 -0.036 -0.037
O -0.663268 0.354228 1.947681 -0.097 0.137 0.052
H -1.222899 -0.027606 4.566133 -0.008 -0.036 0.018
H -2.529546 0.870386 3.781138 -0.011 0.006 -0.007
H -2.789881 -0.806158 4.295303 0.000 -0.017 -0.003
H -2.413311 -0.618759 1.817351 0.027 0.064 -0.046
H -0.028516 -1.910587 3.226116 -0.026 -0.058 0.044
H -0.581934 -2.245768 1.584020 -0.030 -0.025 -0.015
H -1.584777 -2.716564 2.969096 -0.026 0.024 0.017
H 0.100164 0.432984 2.529829 -0.006 -0.021 0.038
C 3.373430 -4.754028 1.614419 -0.034 -0.052 0.060
C 2.323853 -3.717737 1.984680 0.196 0.110 -0.072
C 2.524702 -2.413829 1.232513 -0.039 0.078 0.035
O 2.329726 -3.486401 3.397395 -0.074 -0.078 -0.010
H 4.371015 -4.384381 1.869254 0.008 0.015 -0.040
H 3.206302 -5.681592 2.162093 -0.009 -0.008 0.002
H 3.353965 -4.969852 0.545682 0.002 0.014 -0.013
H 1.331454 -4.115313 1.764829 -0.033 0.017 0.073
H 3.497931 -1.976482 1.476332 0.038 -0.063 -0.024
H 1.759588 -1.690516 1.509272 -0.029 0.009 -0.049
H 2.481646 -2.560001 0.153041 -0.004 0.000 -0.011
H 3.194148 -3.126239 3.623469 -0.010 0.025 0.013
```
Forces are in eV/Å.

The spin multiplicity is 1. The value obtained for the max |F| is 1.8 eV Å⁻¹. The calculation puts the total energy at -1320.7677 hartree. Its net charge is -1. As for the HOMO energy: -4.536 eV. The LUMO energy is 2.4 eV. The HOMO-LUMO gap comes out at 6.979 eV.



Entry from the OMol25 dataset: a molecular structure, C12H31NO3Ta in a non-equilibrium geometry (the ωB97M-V functional and the def2-TZVPD basis).

Structure (XYZ):
```
48
Properties=species:S:1:pos:R:3:forces:R:3
C -2.442852 -3.689354 -1.607261 0.125 -0.187 0.213
O -3.015382 -2.436719 -1.831686 -0.392 0.158 -0.138
C -2.058703 -1.392578 -1.857704 0.100 0.053 -0.004
C -2.774085 -0.085588 -2.167561 0.063 0.101 -0.087
C -2.303984 1.136287 -1.369002 0.114 -0.007 -0.022
C -2.964010 1.311174 0.000386 0.026 0.093 -0.026
C -2.420421 0.468304 1.167104 0.000 -0.261 -0.053
C -1.770021 1.236914 2.322939 -0.163 0.249 0.127
C -0.251962 1.436406 2.333803 0.076 -0.018 -0.101
C 0.258821 2.675294 1.574658 -0.127 0.107 0.028
C 1.094881 2.445315 0.318328 0.189 0.203 0.041
C 2.332700 1.556152 0.559690 -0.732 -0.208 -0.677
Ta 2.415839 -0.568631 -0.265057 0.509 -0.655 1.497
N 2.542287 -1.558745 1.569244 0.460 0.897 -0.807
C 4.720859 -0.619685 -0.439160 -0.224 0.005 -0.083
O 5.055754 -1.762076 -1.280336 0.274 -0.231 0.373
O 4.709820 -2.948791 -0.518572 -0.033 0.517 -0.420
H -1.949193 -4.096770 -2.495357 0.067 0.076 -0.118
H -1.703581 -3.642043 -0.802079 0.047 -0.068 0.069
H -3.245186 -4.362832 -1.315321 -0.040 -0.114 0.015
H -1.536324 -1.345083 -0.902330 0.072 -0.038 0.105
H -1.297909 -1.612704 -2.613334 0.098 0.023 -0.031
H -3.841751 -0.246252 -2.001327 -0.054 0.001 0.043
H -2.656032 0.131249 -3.231155 -0.064 -0.015 -0.042
H -2.533579 2.022539 -1.965607 0.022 0.056 0.002
H -1.217857 1.108585 -1.257873 0.043 -0.022 -0.033
H -2.899324 2.361332 0.297362 -0.015 0.082 -0.100
H -4.027199 1.097584 -0.142975 -0.082 0.071 0.117
H -3.256715 -0.086156 1.598491 0.014 -0.127 -0.068
H -1.710975 -0.268910 0.792406 0.046 -0.064 0.050
H -2.246349 2.224932 2.379471 -0.027 -0.015 0.145
H -2.034969 0.728460 3.253355 -0.023 -0.068 0.000
H 0.241408 0.544172 1.946202 -0.035 -0.077 -0.008
H 0.035053 1.521002 3.384884 0.100 0.030 0.003
H -0.608177 3.296755 1.322944 0.035 0.095 -0.028
H 0.876997 3.278001 2.248034 -0.038 -0.003 0.077
H 0.474660 2.069173 -0.495114 0.021 -0.151 0.013
H 1.428323 3.439353 -0.004743 -0.082 0.026 -0.069
H 2.538627 1.530510 1.634868 0.143 -0.098 0.065
H 3.186763 2.044425 0.076544 0.195 -0.137 0.048
H 2.072553 -2.183296 -1.169126 -0.273 0.295 -0.240
H 0.587444 -0.467190 -0.015509 -0.208 0.093 -0.072
H 2.293098 0.243908 -1.935556 0.114 0.022 -0.082
H 2.225023 -1.020150 2.366339 -0.250 -0.211 0.150
H 3.459465 -1.930653 1.784765 -0.029 -0.263 0.105
H 5.219437 -0.753335 0.527304 0.211 0.039 -0.003
H 5.204902 0.217533 -0.950378 -0.053 0.028 -0.055
H 3.791825 -3.047817 -0.824996 -0.221 -0.282 0.078
```
Forces are in eV/Å.

The spin multiplicity is 1. The value obtained for the max |F| is 1.7 eV Å⁻¹. The calculation puts the total energy at -813.0530 hartree. Its net charge is -1. As for the HOMO energy: -4.522 eV. The LUMO energy is 3.3 eV. The HOMO-LUMO gap comes out at 7.773 eV.



Entry from the OMol25 dataset: a molecular structure, C12H32AlO12S4 in a non-equilibrium geometry (the ωB97M-V functional and the def2-TZVPD basis).

Structure (XYZ):
```
61
Properties=species:S:1:pos:R:3:forces:R:3
Al -2.246237 -1.062722 1.765913 -0.015 0.000 -0.039
O 1.486449 -4.213779 1.509199 0.913 -0.441 -0.337
S 2.380244 -5.310080 1.252908 1.587 -2.227 -0.456
O 2.552317 -5.922929 -0.079897 -0.503 1.456 3.167
O 3.935020 -4.883518 1.846663 -1.395 0.008 -1.292
C 5.160848 -5.513120 1.463796 0.263 -1.126 0.571
C 5.544875 -6.496508 2.622289 0.921 0.586 -0.014
C 2.072626 -6.598788 2.624085 -0.186 0.045 -0.621
H 5.884758 -4.699944 1.410964 0.107 0.235 0.482
H 5.283070 -6.053927 0.525355 -1.220 0.230 -0.332
H 6.617069 -6.681677 2.557382 0.180 0.376 0.041
H 5.156328 -7.513619 2.571129 -0.782 0.347 -0.186
H 5.328216 -5.962566 3.547523 0.033 -0.459 0.140
H 2.308772 -6.297762 3.644723 0.151 0.807 -0.374
H 2.634236 -7.515174 2.442621 -0.061 0.205 -0.557
H 0.996803 -6.761323 2.558598 -0.004 -0.085 -0.202
O -5.506721 -1.806287 -1.609931 -1.502 -0.547 -2.466
S -6.287934 -1.861685 -2.863023 0.391 1.355 -0.829
O -5.661480 -1.854163 -4.198118 -0.696 -0.331 2.451
O -7.308826 -3.140952 -2.782638 1.252 0.332 0.152
C -7.640231 -3.920632 -3.971128 0.310 0.479 -0.340
C -8.898820 -3.266216 -4.496283 -0.461 -0.320 -0.481
C -7.433004 -0.347063 -2.857638 0.138 -0.208 0.709
H -7.927268 -4.946342 -3.739521 0.526 0.119 0.905
H -6.878783 -3.877745 -4.749884 0.380 0.006 0.446
H -9.485864 -3.051258 -3.603377 -0.382 0.339 -0.502
H -9.367966 -4.049546 -5.091604 -0.348 0.212 -0.110
H -8.627535 -2.433691 -5.145425 -0.334 0.240 0.326
H -8.193129 -0.473991 -2.086800 -0.015 -0.369 -0.166
H -7.860268 -0.048065 -3.814794 0.119 -0.902 -0.178
H -6.842025 0.513195 -2.543308 0.607 -0.390 0.089
O -1.794097 5.370070 4.208470 0.589 -0.567 -1.036
S -0.769778 4.791271 3.382031 0.280 1.007 1.192
O -0.838998 3.441173 2.884872 0.235 1.514 0.136
O -0.461402 5.811133 2.049437 -0.881 -1.589 0.024
C -0.417887 7.180157 2.230083 -0.689 1.493 -0.116
C -0.550418 7.920479 0.812177 1.181 -1.608 0.555
C 0.874146 5.171136 4.146479 0.298 -0.534 -1.458
H 0.605990 7.343121 2.566560 0.677 0.773 0.000
H -1.090761 7.548700 3.004368 -0.217 -0.241 -0.031
H -1.422557 7.480097 0.328935 -0.048 0.280 -0.037
H 0.364803 7.562378 0.340760 -0.255 0.075 -0.689
H -0.495379 9.008469 0.775226 -0.348 -0.150 0.742
H 1.166578 4.363842 4.817928 -0.295 0.213 0.117
H 0.996098 6.191625 4.509574 -0.845 -0.200 0.477
H 1.494802 5.156229 3.250549 0.342 -0.457 0.114
O 3.140579 2.954077 0.366102 -0.047 -3.262 -0.948
S 3.124464 1.543586 -0.111515 0.470 2.163 -0.372
O 1.921075 0.749750 -0.026017 1.332 0.579 0.207
O 3.451628 1.557189 -1.762997 -0.207 0.004 0.845
C 4.497073 2.399359 -2.205535 0.065 0.808 0.428
C 3.937081 3.704616 -2.864879 -0.264 -0.230 -0.241
C 4.672224 0.604711 0.446091 -1.571 1.417 -1.237
H 5.180212 1.899482 -2.892219 -0.413 -0.407 -0.247
H 5.082166 2.764962 -1.361676 -0.016 -0.101 0.165
H 4.865972 4.249828 -3.032180 -0.181 0.471 0.035
H 3.227555 4.165364 -2.177575 0.426 0.162 0.226
H 3.407218 3.607774 -3.812499 0.254 -0.513 -0.006
H 4.306397 0.246349 1.408306 0.693 -0.454 -0.149
H 5.508648 1.303373 0.426975 -0.270 0.166 0.649
H 4.841028 -0.038427 -0.417605 -0.271 -0.787 0.661
```
Forces are in eV/Å.

The spin multiplicity is 1. The value obtained for the max |F| is 3.5 eV Å⁻¹. The calculation puts the total energy at -3213.0031 hartree. Its net charge is +3. As for the HOMO energy: -16.590 eV. The LUMO energy is -15.4 eV. The HOMO-LUMO gap comes out at 1.170 eV.



Entry from the OMol25 dataset: a molecular structure, C12H32BrClFKMgO14P2S2 in a non-equilibrium geometry (the ωB97M-V functional and the def2-TZVPD basis).

Structure (XYZ):
```
67
Properties=species:S:1:pos:R:3:forces:R:3
C 8.177366 1.111309 1.508737 -1.173 0.012 0.405
C 7.040230 -0.026858 1.261428 0.264 1.555 0.794
O 7.609694 -1.345667 1.056360 -0.694 1.308 -0.960
C 6.088435 0.041315 2.570065 1.335 -0.164 -0.233
O 5.010701 -0.919019 2.553257 -0.417 1.754 0.096
P 3.546614 -0.138432 2.043713 2.039 -2.193 -0.031
P 1.766540 0.915652 1.206409 -2.848 0.913 1.393
O 0.624734 -0.153181 0.491862 1.526 1.909 0.271
O 2.332727 1.984067 -0.076410 1.026 -1.104 1.926
S 1.020425 1.986831 2.670545 0.297 -0.456 -0.901
H 7.604543 2.004680 1.965375 0.997 -1.143 -0.742
H 8.914984 0.765942 2.308031 -0.866 0.327 -1.272
H 8.660330 1.473719 0.543634 -0.532 -0.750 1.580
H 6.420353 0.326758 0.358797 0.798 -0.760 1.143
H 7.725844 -1.428804 0.079925 -0.078 -0.069 1.236
H 5.734522 1.140439 2.621918 0.229 -1.540 -0.094
H 6.715671 -0.112529 3.524658 -0.888 0.040 -1.497
H 2.746398 -1.296777 2.389194 0.506 0.774 -0.348
H 3.626809 0.874237 3.061386 -0.319 -0.269 -0.798
H 4.147535 -0.006897 0.726701 -0.367 0.096 0.567
H -0.206952 0.363423 0.287517 0.521 -0.424 0.475
H 3.233299 2.277950 0.233687 -0.819 0.022 -0.622
Mg 1.049927 1.418316 -1.476513 -0.709 0.162 -2.018
C -4.756687 0.085026 2.643724 0.232 -0.535 0.042
C -3.398540 -0.282288 3.244101 -2.004 1.238 -0.167
O -2.556659 -0.542928 2.096289 -4.488 3.133 -4.972
S -3.033755 0.412218 0.859253 -0.663 -1.081 0.784
O -2.178271 1.567072 0.828517 -0.477 -0.426 -0.528
O -3.263193 -0.414083 -0.288899 0.397 0.961 0.231
O -4.469192 0.862271 1.469218 0.088 0.696 -0.351
H -5.305005 -0.808450 2.332001 0.061 0.035 0.052
H -5.367743 0.662373 3.338833 0.106 0.141 -0.199
H -3.454865 -1.147590 3.895707 -0.491 0.204 -0.312
H -2.972575 0.559666 3.795717 -0.066 -0.055 0.015
C -6.497280 2.330621 -3.554945 0.017 -0.091 0.147
C -5.983570 3.672860 -3.061834 0.244 -0.392 -0.856
O -5.465714 3.629206 -1.733991 4.599 -2.413 -3.715
C -4.360029 2.750584 -1.508607 1.121 -0.654 -0.105
C -3.143248 3.081521 -2.351918 -0.138 0.192 -0.069
H -7.277670 1.949695 -2.887753 0.013 -0.015 -0.117
H -6.912075 2.429003 -4.560593 0.010 0.040 0.125
H -5.706402 1.581061 -3.592454 -0.010 0.078 -0.056
H -6.817345 4.386513 -3.051484 0.097 0.093 -0.044
H -5.235711 4.083042 -3.743803 -0.039 0.012 0.088
H -4.669772 1.711805 -1.653217 -0.052 0.090 -0.052
H -4.094341 2.848704 -0.451768 -0.200 0.156 -0.073
H -3.349134 2.993049 -3.420522 0.039 -0.138 0.023
H -2.320196 2.404689 -2.111443 -0.081 0.056 0.041
H -2.816945 4.108727 -2.165597 0.045 -0.104 0.051
O -1.244375 -3.381725 2.069278 -0.723 -0.063 1.198
H -0.914622 -2.505275 1.909183 0.930 0.844 -1.206
C -1.272375 -4.641369 -1.881028 2.299 0.762 1.329
C -1.369217 -5.704212 -0.816055 -0.763 -0.204 -0.373
O -0.440525 -6.680810 -1.248601 0.529 0.701 -0.083
C 0.511798 -5.996456 -1.943957 1.159 -0.252 -0.485
O 1.587216 -6.442800 -2.226590 -0.804 0.264 0.125
O 0.097880 -4.738782 -2.268515 0.578 -0.816 0.541
F -2.595362 -6.267407 -0.787199 0.441 -0.629 0.885
H -1.925041 -4.843051 -2.768249 1.784 -0.382 -0.046
H -1.504155 -3.647568 -1.500953 0.290 -0.063 -0.216
H -1.099422 -5.358638 0.190720 -0.096 0.124 0.137
O 9.056678 1.971767 -1.372828 0.195 0.023 -0.522
H 9.609146 2.611686 -1.838498 -0.089 -0.026 0.095
H 9.158640 1.159260 -1.884013 -0.029 0.082 0.077
Cl -1.377840 -1.357928 3.474331 7.066 -5.286 5.143
K -6.890160 4.366460 -0.675179 -5.505 2.947 4.637
Br -3.573047 -4.713961 -2.706671 -5.448 0.752 -1.586
```
Forces are in eV/Å.

The spin multiplicity is 1. The value obtained for the max |F| is 10.2 eV Å⁻¹. The calculation puts the total energy at -6942.3960 hartree. As for the HOMO energy: -5.489 eV. The LUMO energy is -3.1 eV. The HOMO-LUMO gap comes out at 2.377 eV.